# C42H109N3O14

A cluster of 11 separate species, C42H109N3O14 in total (ωB97M-V with the def2-TZVPD basis set, the Open Molecules 2025 dataset).

Summary:
- energy relative to the best compared isomer or geometry (same formula, charge and spin) (kcal/mol) = 96.24
- multiplicity = 1
- LUMO energy (hartree) = 0.0129
- largest force on an atom (eV Å⁻¹) = 2.569
- energy (eV) = -78449.662

Each line ends with the Mulliken charge.
Element x y z (Å)
C: -3.346998 7.879167 4.518493  -1.42
C: -3.631292 7.586571 3.078237  0.65
C: -3.201469 6.199027 2.727193  -1.30
O: -4.996918 7.649499 2.753068  -0.51
H: -3.611680 8.908104 4.762082  0.43
H: -2.268147 7.947950 4.657924  0.36
H: -3.792693 7.225741 5.268497  0.36
H: -3.105106 8.353815 2.510292  0.12
H: -3.551662 5.858036 1.752933  0.33
H: -3.485898 5.437493 3.453327  0.31
H: -2.114440 6.208636 2.647401  0.37
H: -5.359136 8.368518 3.275957  0.31
C: -9.184128 3.050455 3.414508  -1.35
C: -7.881711 3.730301 2.939443  0.56
C: -6.911877 2.724186 2.318695  -1.16
O: -8.253097 4.665930 1.938064  -0.56
H: -9.608168 2.478611 2.589097  0.32
H: -9.893796 3.785559 3.794095  0.33
H: -8.993158 2.375116 4.248491  0.38
H: -7.379958 4.196015 3.787646  0.24
H: -6.660496 1.915701 3.005180  0.35
H: -6.012647 3.196028 1.922647  0.28
H: -7.376867 2.212146 1.476257  0.29
H: -7.514141 5.278067 1.909447  0.32
C: -1.210575 0.344842 1.821439  -1.46
C: 0.255183 0.488616 2.192909  0.93
C: 1.035471 -0.822901 2.301012  -1.39
O: 0.912591 1.276355 1.201619  -0.46
H: -1.406941 -0.080475 0.837233  0.34
H: -1.799873 1.261536 1.799084  0.36
H: -1.721771 -0.291961 2.543424  0.37
H: 0.400370 1.051406 3.115008  -0.01
H: 2.044114 -0.739153 2.705641  0.40
H: 1.132059 -1.356823 1.355663  0.35
H: 0.469943 -1.530853 2.906880  0.35
H: 1.860796 1.232244 1.344991  0.22
C: 6.896783 -5.124683 2.635760  -1.29
C: 5.818563 -4.512078 1.772675  0.78
C: 5.998902 -3.055800 1.623731  -1.45
O: 5.866751 -5.076976 0.490072  -0.55
H: 6.808562 -4.730261 3.648057  0.35
H: 7.910443 -5.053931 2.241318  0.34
H: 6.600899 -6.170042 2.723978  0.33
H: 4.800733 -4.686612 2.121480  0.15
H: 6.026675 -2.563553 2.595853  0.35
H: 5.206676 -2.635537 1.004155  0.39
H: 6.954453 -2.866290 1.134746  0.34
H: 5.378390 -4.468086 -0.068822  0.26
C: 1.150505 3.583608 -3.393148  -1.24
C: 0.854923 4.835029 -2.607214  0.63
C: 0.149727 5.929866 -3.384971  -1.33
O: 0.081280 4.571808 -1.476022  -0.49
H: 1.536291 2.727712 -2.839310  0.38
H: 1.779806 3.869476 -4.235986  0.31
H: 0.195484 3.292131 -3.830264  0.28
H: 1.832227 5.206570 -2.299083  0.18
H: 0.205748 6.900279 -2.891770  0.32
H: -0.877216 5.603895 -3.550000  0.35
H: 0.625366 6.019600 -4.361614  0.36
H: 0.465706 3.929450 -0.875028  0.26
C: -0.957090 -4.969142 -4.359857  -1.15
C: -0.723471 -3.499944 -4.792276  0.56
C: -1.743112 -2.954551 -5.788045  -1.26
O: -0.653820 -2.826794 -3.579798  -0.43
H: -1.906600 -4.987017 -3.824858  0.21
H: -0.231324 -5.422099 -3.684445  0.31
H: -1.043344 -5.646351 -5.209591  0.36
H: 0.283704 -3.517341 -5.208675  0.18
H: -1.352681 -2.134627 -6.390856  0.33
H: -2.750433 -2.751994 -5.424191  0.24
H: -1.892344 -3.682608 -6.585392  0.36
H: -1.496953 -2.929205 -3.132322  0.27
C: 4.058858 -1.430799 -4.604517  -1.31
C: 4.254761 -2.879568 -4.191051  0.85
C: 5.718970 -3.251365 -4.013863  -1.45
O: 3.664590 -2.950064 -2.887065  -0.51
H: 4.261774 -0.705579 -3.816495  0.31
H: 3.010119 -1.307145 -4.874607  0.37
H: 4.564017 -1.086864 -5.507079  0.37
H: 3.685030 -3.573994 -4.808523  0.14
H: 6.260141 -3.205894 -4.958938  0.37
H: 5.930990 -4.240481 -3.607913  0.36
H: 6.250401 -2.629317 -3.293623  0.24
H: 2.788248 -2.559783 -2.923171  0.27
C: -5.734080 -3.441003 0.763723  -1.40
C: -4.447643 -3.944655 0.177619  0.56
C: -4.512084 -5.432879 0.172097  -1.21
O: -4.263964 -3.452029 -1.123396  -0.37
H: -5.975214 -3.909719 1.717792  0.40
H: -6.516645 -3.560765 0.014495  0.32
H: -5.703118 -2.366259 0.942785  0.34
H: -3.682363 -3.509756 0.820513  0.23
H: -3.540134 -5.879902 -0.036677  0.33
H: -5.271570 -5.750386 -0.542387  0.22
H: -4.824692 -5.787275 1.154329  0.40
H: -5.127967 -3.243131 -1.485954  0.15
C: -4.384518 0.518673 -4.191163  -0.74
O: -5.587496 -0.228062 -4.166273  -0.32
C: -6.308254 -0.165356 -2.975142  -0.49
C: -7.609460 -0.961183 -3.258667  -0.89
N: -7.200221 -2.363717 -3.482074  0.01
C: -8.280466 -3.222958 -3.855440  -0.78
C: -7.823582 -4.615597 -4.240433  -0.51
O: -7.121943 -4.510806 -5.449448  -0.33
C: -6.546039 -5.724142 -5.951083  -0.82
H: -3.914436 0.321320 -5.154592  0.23
H: -3.711608 0.149819 -3.417067  0.29
H: -4.597689 1.578160 -4.049187  0.30
H: -6.645088 0.852032 -2.776258  0.41
H: -5.698055 -0.463414 -2.122552  0.32
H: -8.185342 -0.599818 -4.110654  0.41
H: -8.186224 -0.835206 -2.342384  0.38
H: -6.595914 -2.209796 -4.276560  0.19
H: -8.738396 -2.693840 -4.691163  0.40
H: -9.062895 -3.322630 -3.103134  0.40
H: -8.721525 -5.217106 -4.381809  0.40
H: -7.197038 -5.155249 -3.530279  0.26
H: -7.228843 -6.565199 -6.071619  0.32
H: -5.651825 -6.044009 -5.416149  0.30
H: -6.112211 -5.634673 -6.947019  0.28
C: 2.667687 -3.233875 6.341227  -0.77
O: 3.576986 -2.157541 6.031738  -0.17
C: 4.490789 -1.802292 6.995996  -0.63
C: 3.755292 -1.065603 8.188406  -0.47
N: 3.417116 0.290551 7.766147  -0.36
C: 2.723333 1.049161 8.785854  -0.59
C: 2.044254 2.254434 8.084313  -0.75
O: 0.932852 1.769430 7.326402  -0.29
C: 0.181560 2.748731 6.731139  -0.78
H: 2.165330 -3.435311 5.395097  0.21
H: 1.893794 -2.906662 7.035554  0.28
H: 3.203204 -4.117390 6.688726  0.33
H: 5.277982 -1.218332 6.519125  0.30
H: 4.991471 -2.656460 7.451866  0.39
H: 4.362416 -1.002059 9.091438  0.33
H: 2.802883 -1.525170 8.452630  0.28
H: 2.882082 0.338075 6.910824  0.27
H: 3.373522 1.418807 9.578768  0.34
H: 1.928137 0.474593 9.260868  0.32
H: 2.723125 2.750642 7.390771  0.38
H: 1.649442 3.024265 8.747342  0.52
H: -0.217798 3.548668 7.354633  0.31
H: -0.574718 2.318293 6.074738  0.24
H: 0.868509 3.318736 6.105614  0.32
C: 7.538488 2.468596 -6.989785  -0.76
O: 7.738486 1.582927 -5.890274  -0.31
C: 7.864608 2.216777 -4.586776  -0.33
C: 8.306169 1.214272 -3.481592  -0.30
N: 8.248850 1.805331 -2.150410  -0.33
C: 6.954772 1.643531 -1.494505  -0.38
C: 6.998000 1.974997 0.043593  -0.68
O: 5.748648 1.769224 0.633373  -0.14
C: 5.690569 2.203698 1.967693  -0.72
H: 8.349225 3.181172 -7.141543  0.32
H: 6.590239 3.006081 -6.985045  0.30
H: 7.613302 1.823884 -7.865486  0.25
H: 6.869909 2.625094 -4.408014  0.29
H: 8.603836 3.012290 -4.680559  0.30
H: 9.352956 0.939482 -3.611256  0.27
H: 7.672515 0.327973 -3.514022  0.04
H: 8.450923 2.792171 -2.223908  0.26
H: 6.565336 0.649294 -1.713436  0.22
H: 6.233624 2.234743 -2.058868  0.25
H: 7.314679 3.017268 0.082170  0.30
H: 7.814771 1.491048 0.579105  0.38
H: 6.367245 1.578681 2.550411  0.33
H: 4.689324 1.945015 2.312211  0.14
H: 5.928826 3.256719 2.117600  0.31

Atomic forces in eV per Å
0.53 1.09 0.73
-0.17 -0.54 0.08
1.16 -0.55 -0.72
-0.91 0.34 0.26
-0.54 0.16 0.03
0.18 -0.56 0.09
-0.02 -0.22 -0.27
0.27 -0.12 -0.39
-0.20 0.27 -0.04
-0.14 0.22 0.20
0.17 -0.27 0.13
-0.36 0.13 -0.10
0.71 0.23 0.13
-0.56 -1.30 -0.21
-0.30 -0.47 -0.07
0.20 0.41 0.43
-0.16 0.10 0.03
-0.03 0.08 -0.29
0.16 -0.16 -0.07
-0.09 0.37 0.09
0.28 0.17 0.26
0.09 0.08 0.25
-0.25 0.18 -0.15
-0.02 0.35 -0.39
-0.54 -0.17 0.09
1.17 0.01 -0.50
-0.88 -0.87 0.11
-0.32 0.60 -0.77
0.56 -0.27 -0.08
0.49 0.40 0.25
0.11 -0.14 0.11
-0.54 -0.19 0.47
-0.09 0.34 0.18
-0.10 0.40 -0.38
0.13 0.00 0.44
0.05 -0.06 0.05
-1.19 -0.92 0.42
0.08 0.17 -0.12
0.40 1.30 0.17
0.30 -0.73 -0.85
0.30 0.21 -0.01
-0.19 0.22 -0.08
0.49 -0.29 0.02
0.02 -0.27 0.85
-0.20 0.19 -0.02
-0.07 0.24 0.07
0.07 0.09 -0.08
-0.07 -0.16 -0.42
-1.10 0.24 -1.09
1.31 0.10 0.53
0.23 -0.60 -0.43
-1.12 0.17 0.81
0.21 0.32 0.15
0.33 -0.33 0.05
-0.10 -0.43 -0.13
0.26 0.40 0.24
-0.19 -0.18 0.12
-0.14 0.27 0.06
0.01 0.12 -0.08
0.29 -0.13 -0.19
-0.93 -0.25 -0.84
0.18 -2.14 0.40
0.35 -0.58 -1.03
0.39 1.71 0.65
-0.26 -0.18 0.01
0.35 0.62 -0.06
-0.10 -0.03 -0.15
0.03 0.61 -0.24
-0.04 0.55 0.61
0.21 0.19 0.45
-0.03 -0.50 0.09
-0.17 0.02 0.16
-0.56 0.38 -1.20
0.32 0.78 1.40
0.54 -0.42 -0.14
0.12 -0.58 0.57
0.26 -0.34 0.20
-0.30 0.09 0.17
0.44 -0.31 -0.02
0.39 -0.01 -0.51
-0.07 0.16 -0.10
-0.66 -0.33 -0.16
-0.34 0.60 -0.12
-0.18 0.00 -0.03
-0.61 1.08 -0.02
-0.56 0.48 0.71
0.53 -0.79 0.46
0.52 0.43 -0.49
-0.15 -0.14 -0.20
-0.43 -0.41 0.20
0.17 0.15 0.04
0.61 -0.44 -0.17
-0.11 -0.12 -0.31
0.14 -0.11 -0.14
0.05 -0.12 0.06
-0.21 0.07 -0.35
-0.28 -0.58 0.07
0.58 -0.01 -0.71
-1.49 0.52 -1.02
1.38 -0.81 1.69
0.60 1.16 1.23
-0.05 -0.02 -0.38
-0.37 -0.18 -0.54
0.85 -0.64 -1.47
0.42 0.09 -0.16
-0.08 0.23 0.01
0.17 0.15 0.22
0.16 0.16 -0.04
0.17 0.51 0.04
-0.21 -0.61 0.16
0.11 0.53 -0.10
-0.44 -0.35 -0.03
0.38 -0.82 -0.28
-0.71 -0.71 -0.64
0.25 0.20 0.44
-0.24 -0.27 -0.09
0.04 0.39 0.60
-0.44 0.07 0.53
-0.21 -0.04 0.86
-0.45 0.98 -0.23
0.38 1.05 -0.65
-0.94 -0.83 -1.13
-0.51 0.17 2.51
0.34 0.89 -1.59
0.79 0.58 0.54
-0.81 1.17 -1.02
-0.54 -0.37 -0.02
0.26 -1.48 1.17
0.63 1.32 -1.41
0.10 -0.21 0.06
0.12 -0.14 0.29
-0.01 -0.02 0.14
-0.28 0.41 0.17
0.06 -0.55 -0.12
0.20 -0.08 -0.07
0.12 -0.90 0.11
-0.07 -0.48 -0.05
0.30 -0.07 -0.08
-0.27 -0.19 0.22
0.39 0.02 -0.04
0.21 -0.05 0.53
-0.45 -0.40 0.77
-0.06 -0.09 0.33
0.04 0.27 -0.71
0.59 -0.78 -0.01
0.37 0.26 0.60
-0.27 -0.81 -1.19
0.08 0.69 -0.53
-0.20 -0.27 0.61
-0.32 -0.16 0.20
0.40 0.43 -1.76
-0.14 0.28 -0.55
-0.13 -1.05 0.15
0.19 0.27 0.49
-0.18 -0.08 0.22
-0.42 0.00 -0.04
0.00 0.30 0.62
0.04 0.27 0.19
-0.11 -0.25 -0.56
0.14 -0.05 -0.06
0.18 0.16 0.10
0.40 -0.42 0.55
-0.55 0.66 0.65
-0.30 0.61 0.19
-0.02 -0.80 -0.13
0.30 0.15 0.34
-0.04 0.40 0.07
-0.07 0.13 -0.16